(1)
The molecule C11H17N3O2, computed with the ωB97M-V functional and the def2-TZVPD basis.

Summary:
ΔE to the lowest compared entry with this formula, charge and spin: 3.3015 eV
Kohn-Sham gap: 8.731 eV
SMILES: c1nc2c([nH]1)CCO[C@@H]2CN1CCOCC1
HOMO level: -8.0 eV

Each line ends with the natural charge from an NBO analysis.
Element x y z (Å)
C  -2.950885  1.868790  1.886357  0.164
N  -2.502629  0.666305  2.089723  -0.466
C  -1.135015  0.778950  2.280094  0.071
C  -0.799052  2.085589  2.257253  0.085
N  -1.946653  2.777911  1.923945  -0.528
C  0.582873  2.549515  2.580998  -0.452
C  1.315783  1.480569  3.453248  -0.045
O  1.235450  0.203000  2.802905  -0.542
C  -0.083923  -0.324722  2.630223  0.092
C  -0.103943  -1.470619  1.580975  -0.221
N  -0.073302  -1.046430  0.171789  -0.461
C  1.256070  -0.590432  -0.299870  -0.243
C  1.268471  -0.168937  -1.790796  -0.067
O  0.626480  -1.134345  -2.619520  -0.536
C  -0.766279  -1.324612  -2.250239  -0.074
C  -0.868850  -1.848785  -0.795539  -0.232
H  -4.007539  2.031190  1.642639  0.204
H  -2.047776  3.783593  1.760760  0.418
H  1.116821  2.711051  1.639529  0.218
H  0.556240  3.505235  3.147800  0.212
H  2.359367  1.817978  3.609211  0.196
H  0.874753  1.398870  4.430989  0.169
H  -0.356954  -0.718783  3.611823  0.179
H  0.719919  -2.169754  1.759669  0.183
H  -1.031816  -1.996004  1.810964  0.218
H  2.018316  -1.366082  -0.149349  0.162
H  1.604778  0.254256  0.280037  0.210
H  0.717240  0.774091  -1.915107  0.159
H  2.306386  -0.014080  -2.110846  0.195
H  -1.251459  -2.067142  -2.928697  0.198
H  -1.366694  -0.403965  -2.303992  0.167
H  -1.925053  -1.871904  -0.481595  0.208
H  -0.470321  -2.858834  -0.807523  0.162

Cartesian forces (eV/Å) of the 3 atoms listed first:
-0.5 -0.7 -0.5
0.4 -1.3 0.0
0.3 -0.4 0.6

(2)
A structure of composition C11H17N4, computed with the ωB97M-V functional and the def2-TZVPD basis.

Summary:
ΔE to the lowest compared entry with this formula, charge and spin: 5.7232 eV
Kohn-Sham gap: 9.442 eV
charge: +1
HOMO level: -12.0 eV

Each line ends with the natural charge from an NBO analysis.
Element x y z (Å)
C  2.160787  -0.110477  -2.091499  -0.098
C  1.082757  -0.242592  -1.585332  -0.138
C  -1.358394  -2.117308  -1.838397  0.109
C  -1.921416  0.219960  -2.264169  0.523
C  -1.879421  -1.098715  -2.832646  -0.588
C  1.622852  0.619861  3.095681  -0.402
C  0.943199  -0.759682  2.821377  -0.447
C  0.946552  1.738926  2.353127  -0.421
C  0.941068  -1.008403  1.324941  -0.241
C  0.917137  1.404584  0.872300  -0.229
C  -0.118333  -0.117235  -0.774853  0.384
N  -0.736169  -1.899650  -0.792623  -0.396
N  -1.212379  0.579050  -1.204158  -0.589
N  -2.809309  1.166080  -2.793092  -0.764
N  0.144950  0.161787  0.656081  -0.364
H  2.986305  -0.181171  -2.761344  0.260
H  -1.817938  -3.070523  -1.890655  0.211
H  -1.203525  -1.031543  -3.683616  0.287
H  -2.849398  -1.461189  -3.276184  0.264
H  1.559877  0.824774  4.194636  0.238
H  2.615608  0.426051  2.693781  0.210
H  1.280351  -1.525296  3.558315  0.270
H  -0.111866  -0.672461  3.196906  0.213
H  -0.119500  1.847095  2.588614  0.199
H  1.439287  2.677282  2.652903  0.256
H  1.765259  -1.071028  0.572166  0.248
H  0.257879  -1.853071  1.019627  0.283
H  0.697771  2.340047  0.203817  0.258
H  1.871592  1.161040  0.668957  0.206
H  -3.435561  0.712906  -3.466246  0.402
H  -2.988173  2.049725  -2.343513  0.429
H  -0.671846  0.291172  1.125095  0.428

Cartesian forces (eV/Å) of the 3 atoms listed first:
-0.1 -0.6 -0.9
-0.3 1.1 1.0
-1.3 0.9 0.0

(3)
The molecule C11H17N5O, computed with the ωB97M-V functional and the def2-TZVPD basis.

Summary:
ΔE to the lowest compared entry with this formula, charge and spin: 0.0102 eV
Kohn-Sham gap: 9.720 eV
SMILES: O=C(Cc1nn[nH]n1)NCCC1=CCCCC1
HOMO level: -8.8 eV

Each line ends with the natural charge from an NBO analysis.
Element x y z (Å)
O  1.365219  -2.412083  0.914715  -0.628
C  1.685261  -1.335249  0.461593  0.696
C  2.564457  -1.214109  -0.797012  -0.544
C  3.668702  -0.254862  -0.614621  0.279
N  3.498075  1.064314  -0.356486  -0.300
N  4.665551  1.579230  -0.234661  -0.023
N  5.528675  0.610422  -0.414299  -0.162
N  4.958669  -0.554015  -0.654255  -0.250
N  1.302977  -0.152085  0.961735  -0.625
C  0.421253  -0.015723  2.097051  -0.225
C  -0.775886  0.873562  1.764574  -0.420
C  -1.650084  0.397966  0.629790  0.013
C  -1.677229  -0.845126  0.172145  -0.206
C  -2.546829  -1.306661  -0.957860  -0.431
C  -3.128020  -0.138428  -1.747545  -0.391
C  -3.668103  0.906809  -0.779711  -0.390
C  -2.519205  1.480694  0.042924  -0.435
H  1.914314  -0.878045  -1.608547  0.249
H  2.968825  -2.196659  -1.036883  0.261
H  6.529857  0.732837  -0.374010  0.420
H  1.650012  0.696124  0.532093  0.419
H  0.971772  0.426382  2.936582  0.196
H  0.105034  -1.019932  2.383720  0.232
H  -1.388751  0.972746  2.666005  0.218
H  -0.407731  1.874357  1.516098  0.200
H  -1.063879  -1.617227  0.610713  0.215
H  -1.965893  -1.958748  -1.615435  0.212
H  -3.359335  -1.914988  -0.545491  0.206
H  -3.918789  -0.491213  -2.412467  0.206
H  -2.346715  0.313038  -2.363012  0.193
H  -4.394330  0.437342  -0.113042  0.196
H  -4.174860  1.707827  -1.321882  0.205
H  -2.912194  2.106201  0.849184  0.208
H  -1.900834  2.125295  -0.591691  0.205

Cartesian forces (eV/Å) of the 3 atoms listed first:
-0.2 -0.5 0.1
0.3 0.2 -0.4
-0.3 -0.3 0.2

(4)
The molecule C11H17NO3, computed with the ωB97M-V functional and the def2-TZVPD basis.

Summary:
ΔE to the lowest compared entry with this formula, charge and spin: 6.4362 eV
Kohn-Sham gap: 8.958 eV
SMILES: COc1cc(CCN)cc(OC)c1OC
HOMO level: -8.2 eV

Each line ends with the natural charge from an NBO analysis.
Element x y z (Å)
C  -1.562395  -2.851295  -1.846727  -0.274
O  -0.618591  -2.533510  -0.763091  -0.509
C  -0.535027  -1.245191  -0.351387  0.361
C  -1.270715  -0.161513  -0.736007  -0.349
C  -0.930405  1.111591  -0.169583  -0.022
C  -1.647847  2.197017  -0.830995  -0.421
C  -0.684704  2.941929  -1.887947  -0.234
N  -1.245269  4.029150  -2.780937  -0.798
C  0.138755  1.246361  0.646374  -0.309
C  0.971537  0.117237  1.005215  0.268
O  2.070990  -0.132899  1.804356  -0.472
C  2.264585  1.088732  2.555273  -0.303
C  0.523346  -1.098121  0.583408  0.163
O  1.299450  -2.231247  0.759490  -0.515
C  0.963539  -2.751022  2.161820  -0.303
H  -1.141223  -2.441160  -2.833279  0.193
H  -1.412528  -4.042393  -1.984184  0.211
H  -2.505064  -2.494284  -1.501184  0.190
H  -2.070081  -0.431275  -1.516233  0.222
H  -2.588965  1.647927  -1.349687  0.219
H  -2.081556  3.033794  -0.094452  0.207
H  -0.171109  2.127090  -2.604554  0.188
H  0.336993  3.048668  -1.264449  0.177
H  -0.365203  4.311560  -3.479657  0.350
H  -1.240792  4.804957  -2.200261  0.341
H  0.269549  2.197315  1.166964  0.220
H  2.812835  0.866604  3.575142  0.196
H  1.397162  1.723864  2.963548  0.198
H  3.033382  1.795333  2.029882  0.191
H  1.541870  -3.773248  1.946679  0.211
H  1.653702  -2.075830  3.054019  0.203
H  -0.150904  -2.896063  2.375566  0.202

Cartesian forces (eV/Å) of the 3 atoms listed first:
3.5 -2.1 -0.4
-1.2 -0.3 -1.3
1.1 -0.6 0.9

Which value of HOMO level does entry 1 give? -8.0 eV